# 1
{"formula": "C6H14AuCl2N2O4S", "method": "ωB97M-V/def2-TZVPD", "elements": ["Au", "O", "Cl", "O", "O", "O", "Cl", "C", "H", "H", "C", "C", "N", "C", "S", "N", "C", "C", "H", "H", "H", "H", "H", "H", "H", "H", "H", "H", "H", "H"], "positions_angstrom": [[0.676, 1.409, -1.773], [3.643, 3.754, -2.196], [2.871, 3.045, -1.267], [3.179, 3.304, 0.081], [2.901, 1.571, -1.533], [1.387, 3.355, -1.505], [-1.916, 1.646, -0.159], [-1.317, 1.823, -1.789], [-1.340, 2.867, -2.094], [-1.843, 1.165, -2.468], [1.789, 0.584, 1.510], [1.721, -0.696, 0.698], [0.335, -1.168, 0.560], [-0.369, -1.328, -0.542], [0.158, -0.800, -2.135], [-1.515, -1.991, -0.522], [-2.076, -2.694, 0.637], [-2.847, -1.772, 1.573], [2.822, 0.915, 1.598], [1.396, 0.431, 2.516], [1.216, 1.389, 1.048], [2.283, -1.494, 1.184], [2.139, -0.576, -0.298], [-0.107, -1.456, 1.423], [-2.046, -1.983, -1.379], [-1.260, -3.207, 1.150], [-2.730, -3.467, 0.242], [-2.224, -0.973, 1.979], [-3.243, -2.347, 2.409], [-3.683, -1.307, 1.052]], "e_homo_ha": -0.50698, "charge": 1, "energy_ev": -57177.2247, "e_above_lowest_kcal_mol": 0.00, "e_lumo_ha": -0.1936}

# 2
{"formula": "C23H35F15InO13S", "method": "ωB97M-V/def2-TZVPD", "elements": ["O", "S", "O", "O", "C", "C", "C", "In", "H", "H", "H", "H", "H", "H", "H", "H", "H", "H", "C", "C", "O", "C", "O", "C", "F", "F", "F", "H", "H", "H", "H", "H", "C", "C", "O", "C", "O", "C", "F", "F", "F", "H", "H", "H", "H", "H", "C", "C", "O", "C", "O", "C", "F", "F", "F", "H", "H", "H", "H", "H", "C", "C", "O", "C", "O", "C", "F", "F", "F", "H", "H", "H", "H", "H", "C", "C", "O", "C", "O", "C", "F", "F", "F", "H", "H", "H", "H", "H"], "positions_angstrom": [[11.534, 1.911, -0.336], [10.186, 1.598, 0.030], [10.141, 0.935, 1.295], [9.601, 0.659, -1.100], [9.231, 3.113, 0.093], [8.077, 3.248, -0.923], [6.671, 3.134, -0.271], [6.183, 0.985, 0.212], [9.122, -0.047, -0.626], [9.948, 3.894, -0.117], [8.912, 3.259, 1.116], [8.140, 4.266, -1.304], [8.197, 2.536, -1.730], [6.666, 3.788, 0.599], [5.983, 3.540, -1.009], [7.000, -0.033, -1.026], [6.857, 0.627, 1.820], [4.450, 0.586, 0.091], [-0.831, 1.108, 1.426], [-0.871, 2.341, 0.546], [0.426, 2.646, 0.004], [0.829, 1.880, -0.999], [0.208, 0.983, -1.489], [2.214, 2.327, -1.483], [3.053, 2.469, -0.466], [2.128, 3.512, -2.129], [2.726, 1.444, -2.339], [-0.086, 1.233, 2.213], [-1.803, 0.937, 1.878], [-0.552, 0.234, 0.854], [-1.160, 3.209, 1.135], [-1.599, 2.239, -0.260], [-0.960, -5.662, 0.760], [-0.175, -5.094, 1.924], [-0.533, -3.723, 2.184], [-1.682, -3.510, 2.802], [-2.455, -4.335, 3.188], [-1.886, -2.001, 2.991], [-1.674, -1.327, 1.850], [-1.038, -1.516, 3.913], [-3.125, -1.722, 3.402], [-0.830, -5.039, -0.125], [-0.626, -6.674, 0.536], [-2.027, -5.694, 0.979], [0.885, -5.082, 1.685], [-0.299, -5.690, 2.824], [-0.564, 0.882, -4.145], [-1.090, 0.351, -5.462], [-1.875, 1.341, -6.169], [-1.200, 2.299, -6.783], [-0.015, 2.420, -6.821], [-2.174, 3.250, -7.497], [-3.178, 3.660, -6.694], [-2.734, 2.649, -8.561], [-1.547, 4.339, -7.935], [-1.384, 1.251, -3.530], [-0.039, 0.103, -3.604], [0.123, 1.713, -4.299], [-1.764, -0.483, -5.280], [-0.288, -0.013, -6.103], [-2.469, -3.399, 9.495], [-2.513, -3.183, 7.997], [-1.562, -4.017, 7.310], [-1.889, -5.294, 7.182], [-2.890, -5.811, 7.577], [-0.791, -6.031, 6.404], [0.428, -5.771, 6.898], [-0.801, -5.651, 5.115], [-0.965, -7.352, 6.444], [-1.457, -3.243, 9.871], [-3.146, -2.710, 9.998], [-2.757, -4.416, 9.757], [-2.232, -2.159, 7.762], [-3.512, -3.347, 7.592], [-4.988, 1.901, -5.036], [-5.277, 2.912, -3.950], [-6.678, 2.949, -3.605], [-7.121, 1.953, -2.855], [-6.475, 1.040, -2.437], [-8.614, 2.150, -2.558], [-9.306, 2.418, -3.676], [-8.794, 3.176, -1.709], [-9.142, 1.061, -2.002], [-5.606, 2.098, -5.913], [-3.946, 1.940, -5.323], [-5.213, 0.887, -4.706], [-5.033, 3.912, -4.303], [-4.680, 2.729, -3.057]], "e_homo_ha": -0.17875, "charge": -1, "energy_ev": -107807.6933, "e_above_lowest_kcal_mol": 9.20, "e_lumo_ha": 0.0611}

# 3
{"formula": "C3H13NO3", "method": "ωB97M-V/def2-TZVPD", "elements": ["C", "C", "C", "N", "H", "H", "H", "H", "H", "H", "H", "O", "H", "H", "O", "H", "H", "O", "H", "H"], "positions_angstrom": [[-1.619, -0.646, 1.045], [-0.961, -0.463, -0.304], [-1.345, 0.492, -1.151], [-0.581, 1.042, -2.196], [-0.950, -0.333, 1.841], [-1.802, -1.707, 1.225], [-2.551, -0.083, 1.024], [-0.188, -1.186, -0.565], [-2.329, 0.940, -1.079], [-1.117, 1.164, -3.040], [0.312, 0.600, -2.363], [0.621, -2.518, 1.766], [1.467, -2.142, 1.469], [0.881, -3.431, 1.951], [1.053, 3.225, -0.059], [0.482, 2.623, -0.547], [0.606, 4.076, -0.087], [2.679, -0.795, 0.663], [3.288, -0.779, -0.080], [2.052, -0.080, 0.487]], "e_homo_ha": -0.30029, "charge": 0, "smiles": "C/C=C/N.O.O.O", "energy_ev": -10953.8705, "e_above_lowest_kcal_mol": 20.78, "e_lumo_ha": 0.0228}

# 4
{"formula": "C7H10O", "method": "ωB97M-V/def2-TZVPD", "elements": ["C", "C", "C", "C", "C", "C", "C", "O", "H", "H", "H", "H", "H", "H", "H", "H", "H", "H"], "positions_angstrom": [[-1.072, -0.730, 0.061], [-1.789, -1.644, -0.503], [1.396, 0.331, -0.456], [1.213, -0.200, 0.981], [0.296, 1.363, -0.630], [-0.227, -0.292, 1.170], [-0.896, 0.700, 0.126], [-1.900, 1.588, 0.409], [-2.106, -1.469, -1.493], [-1.590, -2.626, -0.102], [2.387, 0.506, -0.733], [1.021, -0.365, -1.196], [1.675, -1.191, 1.284], [1.483, 0.537, 1.689], [0.283, 2.311, -0.200], [0.137, 1.423, -1.761], [-0.440, -0.225, 2.195], [-2.641, 1.014, 0.560]], "s2": 2.0060, "spin_multiplicity": 3, "e_homo_ha": [-0.18577, -0.33325], "charge": 0, "energy_ev": -9461.1364, "e_above_lowest_kcal_mol": 65.60, "e_lumo_ha": [0.0330, -0.0909]}

Copy entry 4 word for word.
{"formula": "C7H10O", "method": "ωB97M-V/def2-TZVPD", "elements": ["C", "C", "C", "C", "C", "C", "C", "O", "H", "H", "H", "H", "H", "H", "H", "H", "H", "H"], "positions_angstrom": [[-1.072, -0.730, 0.061], [-1.789, -1.644, -0.503], [1.396, 0.331, -0.456], [1.213, -0.200, 0.981], [0.296, 1.363, -0.630], [-0.227, -0.292, 1.170], [-0.896, 0.700, 0.126], [-1.900, 1.588, 0.409], [-2.106, -1.469, -1.493], [-1.590, -2.626, -0.102], [2.387, 0.506, -0.733], [1.021, -0.365, -1.196], [1.675, -1.191, 1.284], [1.483, 0.537, 1.689], [0.283, 2.311, -0.200], [0.137, 1.423, -1.761], [-0.440, -0.225, 2.195], [-2.641, 1.014, 0.560]], "s2": 2.0060, "spin_multiplicity": 3, "e_homo_ha": [-0.18577, -0.33325], "charge": 0, "energy_ev": -9461.1364, "e_above_lowest_kcal_mol": 65.60, "e_lumo_ha": [0.0330, -0.0909]}